# C6H8N

A gas-phase ion, C6H8N (charge +1) in a non-equilibrium geometry (the ωB97M-V functional and the def2-TZVPD basis, the Open Molecules 2025 dataset).

Each line ends with the natural charge from an NBO analysis.
CARTESIAN COORDINATES (ANGSTROEM)
C 2.622 0.390 0.120  -0.461
N 1.500 -0.292 -0.496  -0.537
C 0.235 -0.060 0.298  -0.177
C -0.841 0.408 -0.326  -0.145
C -2.119 0.441 -0.098  0.033
C -3.483 0.256 -0.183  -0.083
C -2.788 -0.812 0.122  -0.017
H 3.346 0.854 -0.479  0.248
H 2.377 1.152 0.822  0.243
H 3.264 -0.250 0.688  0.241
H 1.468 -1.265 -0.609  0.447
H 1.140 0.340 -1.266  0.473
H 0.515 -0.080 1.357  0.210
H -4.392 0.779 -0.088  0.264
H -2.843 -1.861 0.139  0.263

Atoms 1-2, force components in eV/Å:
C 1.741 -0.601 1.525
N -2.471 4.157 -0.527

The calculation puts the HOMO-LUMO gap at 9.71 eV. As for the SMILES: C[NH2+]C=C=C1C=C1. The calculation puts the highest occupied orbital energy at -0.485 hartree. The LUMO energy is -3.48 eV. Its spin multiplicity is 1. As for the charge: +1.



# C9H14

2 unconnected molecules or ions with the total composition C9H14 in a non-equilibrium geometry (the ωB97M-V functional and the def2-TZVPD basis, the Open Molecules 2025 dataset).

Each line ends with the natural charge from an NBO analysis.
CARTESIAN COORDINATES (ANGSTROEM)
C -1.788 0.016 0.514  -0.647
C -0.495 0.700 0.705  0.015
C 0.626 0.308 1.484  -0.243
C 1.744 1.072 1.684  -0.213
C 1.730 2.467 1.399  -0.233
C 0.639 2.862 0.492  -0.205
C -0.370 1.989 0.105  -0.223
H -2.132 -0.630 1.303  0.222
H -1.491 -0.529 -0.394  0.237
H -2.580 0.675 0.320  0.220
H 0.464 -0.696 1.891  0.211
H 2.535 0.698 2.385  0.213
H 2.740 2.972 1.695  0.231
H 0.622 3.797 0.004  0.208
H -1.111 2.383 -0.575  0.205
C 0.353 -2.443 -1.164  -0.618
C -0.710 -2.103 -2.099  -0.613
H 0.157 -3.272 -0.497  0.204
H 1.213 -2.692 -1.685  0.205
H 0.788 -1.520 -0.619  0.209
H -0.689 -2.835 -3.007  0.207
H -0.571 -1.082 -2.372  0.207
H -1.675 -2.138 -1.569  0.202

Atoms 1-2, force components in eV/Å:
C 1.617 -1.573 -0.736
C 1.718 3.171 0.969

The calculation puts the HOMO-LUMO gap at 9.65 eV. As for the SMILES: Cc1ccccc1.CC. The calculation puts the highest occupied orbital energy at -0.318 hartree. The LUMO energy is 1.00 eV. Its spin multiplicity is 1.



# C6H14O

2 unconnected molecules or ions with the total composition C6H14O (the ωB97M-V functional and the def2-TZVPD basis, the Open Molecules 2025 dataset).

Each line ends with the natural charge from an NBO analysis.
CARTESIAN COORDINATES (ANGSTROEM)
C 1.652 -1.626 1.559  -0.607
C 0.949 -1.109 0.321  -0.201
C 0.667 0.396 0.126  -0.409
C -0.606 -0.022 -0.669  -0.205
C -1.911 0.762 -0.680  -0.621
C -0.561 -1.336 0.134  -0.395
H 2.698 -1.297 1.592  0.210
H 1.648 -2.722 1.564  0.212
H 1.156 -1.282 2.474  0.202
H 1.469 -1.469 -0.576  0.195
H 1.466 0.977 -0.355  0.189
H 0.402 0.874 1.080  0.199
H -0.306 -0.232 -1.704  0.202
H -2.102 1.266 0.276  0.199
H -2.746 0.070 -0.850  0.215
H -1.932 1.505 -1.483  0.219
H -1.081 -1.200 1.093  0.191
H -0.914 -2.256 -0.340  0.205
O 0.102 3.047 -1.586  -0.934
H 0.619 2.415 -1.073  0.470
H -0.668 3.208 -1.029  0.466

Atoms 1-2, force components in eV/Å:
C 0.001 -0.006 0.044
C 0.105 -0.107 0.022

The calculation puts the HOMO-LUMO gap at 11.72 eV. As for the SMILES: C[C@H]1C[C@@H](C)C1.O. The calculation puts the highest occupied orbital energy at -0.395 hartree. The LUMO energy is 0.97 eV. Its spin multiplicity is 1.



# C48H51N3O2SbTeV

A molecular structure, C48H51N3O2SbTeV in a non-equilibrium geometry (the ωB97M-V functional and the def2-TZVPD basis, the Open Molecules 2025 dataset).

Each line ends with the Löwdin spin population.
CARTESIAN COORDINATES (ANGSTROEM)
V 17.234 10.196 17.104  1.935
C 19.975 8.423 17.875  0.002
N 18.944 8.548 16.812  0.000
C 19.558 8.821 15.528  0.002
C 20.305 10.198 15.366  0.000
C 19.862 11.309 16.366  0.004
N 18.431 11.706 16.252  -0.004
C 18.058 12.813 15.803  0.009
C 16.644 13.306 15.756  0.000
C 16.335 14.499 15.074  0.003
C 15.050 15.078 15.089  -0.002
C 14.097 14.458 15.867  0.002
C 14.340 13.280 16.561  -0.002
C 15.660 12.631 16.562  0.006
O 15.957 11.590 17.249  0.022
C 18.278 7.178 16.582  0.001
C 17.538 6.647 17.837  0.000
C 16.582 7.537 18.610  0.003
N 16.052 8.548 17.667  0.001
C 14.966 8.351 17.076  0.010
C 14.525 9.001 15.864  0.000
C 13.194 8.774 15.523  0.003
C 12.703 8.981 14.214  -0.001
C 13.670 9.321 13.315  0.002
C 15.023 9.515 13.613  -0.001
C 15.509 9.439 14.908  0.005
O 16.742 9.717 15.263  0.005
H 20.652 7.641 17.529  0.000
H 19.419 8.173 18.790  0.000
H 20.482 9.310 18.102  0.000
H 18.832 8.683 14.738  0.000
H 20.291 8.091 15.350  0.000
H 20.068 10.580 14.415  0.000
H 21.382 10.065 15.403  0.000
H 20.517 12.182 16.083  0.001
H 20.002 11.064 17.396  0.000
H 18.764 13.506 15.394  0.000
H 17.156 14.901 14.444  0.000
H 14.768 15.948 14.528  0.000
H 13.109 14.948 16.010  0.000
H 13.555 12.812 17.137  0.000
H 19.081 6.459 16.270  0.000
H 17.637 7.248 15.699  0.000
H 18.306 6.186 18.559  0.000
H 16.932 5.839 17.418  0.000
H 17.104 8.170 19.418  0.000
H 15.841 6.884 19.005  0.000
H 14.318 7.583 17.502  0.000
H 12.642 8.300 16.339  0.000
H 11.661 8.797 13.955  0.000
H 13.465 9.619 12.287  0.000
H 15.697 9.864 12.815  0.000
C 14.677 17.630 9.585  0.000
C 13.663 17.303 10.501  0.000
C 13.595 16.048 11.106  0.000
C 14.457 14.967 10.709  0.000
C 15.486 15.298 9.796  0.000
C 15.581 16.590 9.268  0.000
Sb 14.116 12.926 11.381  0.000
C 12.150 13.214 12.084  0.000
C 11.753 12.684 13.318  0.000
C 10.397 12.762 13.680  0.000
C 9.531 13.571 12.939  0.000
C 9.929 14.164 11.733  0.000
C 11.216 13.895 11.280  0.000
C 13.507 12.174 9.464  0.000
C 12.961 10.873 9.363  0.000
C 12.432 10.450 8.117  0.000
C 12.545 11.146 6.967  0.000
C 13.217 12.382 7.035  0.000
C 13.619 12.875 8.257  0.000
H 14.653 18.611 9.011  0.000
H 12.887 17.982 10.789  0.000
H 12.916 15.854 11.907  0.000
H 16.130 14.529 9.397  0.000
H 16.350 16.722 8.548  0.000
H 12.496 12.117 13.797  0.000
H 10.080 12.255 14.608  0.000
H 8.496 13.665 13.300  0.000
H 9.144 14.464 11.049  0.000
H 11.589 14.193 10.262  0.000
H 12.763 10.255 10.237  0.000
H 11.907 9.398 8.119  0.000
H 12.136 10.842 6.005  0.000
H 13.355 12.876 6.049  0.000
H 14.064 13.852 8.372  0.000
C 23.198 8.114 22.081  0.000
C 21.880 8.669 21.611  -0.002
C 21.959 9.929 20.983  0.001
C 20.889 10.675 20.562  -0.001
C 21.045 12.034 19.929  0.000
C 19.629 10.065 20.653  0.001
Te 17.939 11.027 19.663  -0.007
C 19.445 8.838 21.368  -0.002
C 18.167 8.163 21.802  0.001
C 20.599 8.205 21.898  0.000
H 23.116 7.467 22.984  0.000
H 23.883 8.912 22.251  0.000
H 23.627 7.427 21.339  0.000
H 22.957 10.432 21.028  0.000
H 22.038 12.179 19.678  0.000
H 20.627 12.770 20.553  0.000
H 20.427 12.036 19.022  0.000
H 17.274 8.627 21.393  0.001
H 18.168 8.202 22.914  0.000
H 17.951 7.154 21.384  0.000
H 20.424 7.266 22.415  0.000

Atoms 1-2, force components in eV/Å:
V 0.645 -0.008 -0.636
C -1.906 -1.650 -0.326

The calculation puts the HOMO-LUMO gap (spin up / spin down) at 6.76 / 7.06 eV. The calculation puts the highest occupied orbital energy (spin up / spin down) at -0.248 / -0.253 hartree. The LUMO energy (spin up / spin down) is 0.01 / 0.16 eV. Its spin multiplicity is 3. As for the expectation value of S²: 2.016.



# FH3N2

2 unconnected molecules or ions with the total composition FH3N2 in a non-equilibrium geometry (the ωB97M-V functional and the def2-TZVPD basis, the Open Molecules 2025 dataset).

Each line ends with the natural charge from an NBO analysis.
CARTESIAN COORDINATES (ANGSTROEM)
N -0.469 -0.984 -0.924  -1.076
N 0.694 2.040 0.808  0.189
F 1.070 2.525 1.956  -0.188
H -1.133 -0.704 -0.215  0.356
H 0.479 -0.915 -0.443  0.359
H -0.642 -1.962 -1.183  0.360

Atoms 1-2, force components in eV/Å:
N 1.736 -0.052 0.656
N -0.029 -0.050 -0.078

The calculation puts the HOMO-LUMO gap (spin up / spin down) at 9.21 / 9.20 eV. The calculation puts the highest occupied orbital energy (spin up / spin down) at -0.370 / -0.370 hartree. The LUMO energy (spin up / spin down) is -0.86 / -0.87 eV. Its spin multiplicity is 1.



# C16H35N6O2S2

2 unconnected molecules or ions with the total composition C16H35N6O2S2 in a non-equilibrium geometry (the ωB97M-V functional and the def2-TZVPD basis, the Open Molecules 2025 dataset).

Each line ends with the natural charge from an NBO analysis.
CARTESIAN COORDINATES (ANGSTROEM)
C 0.526 -3.248 1.704  -0.651
C 0.649 -4.804 1.365  -0.226
N 0.408 -5.179 -0.064  -0.522
C 0.504 -4.030 -1.005  -0.213
C 0.476 -4.487 -2.561  -0.627
C -0.891 -5.838 -0.258  -0.097
S -1.006 -7.241 -1.181  0.136
S -2.472 -5.193 0.486  0.173
C -3.720 -4.971 -0.874  -0.530
C -3.538 -3.555 -1.639  -0.437
C -4.119 -2.415 -0.690  -0.241
N -3.396 -1.119 -0.764  -0.151
C -3.854 0.229 -0.604  0.252
N -2.818 1.228 -0.712  -0.426
C -1.669 0.409 -0.972  0.571
N -0.376 0.714 -1.161  -0.804
N -2.082 -0.954 -1.010  -0.370
H -0.386 -2.733 1.261  0.194
H 0.450 -3.086 2.838  0.243
H 1.470 -2.685 1.390  0.211
H -0.123 -5.340 2.023  0.215
H 1.700 -5.128 1.644  0.226
H -0.468 -3.419 -0.872  0.124
H 1.440 -3.403 -0.893  0.230
H -0.592 -4.780 -2.834  0.206
H 1.233 -5.294 -2.794  0.250
H 0.693 -3.542 -3.179  0.208
H -3.727 -5.843 -1.613  0.268
H -4.782 -4.941 -0.437  0.243
H -2.441 -3.442 -1.900  0.216
H -4.137 -3.660 -2.606  0.245
H -5.226 -2.218 -0.852  0.255
H -4.029 -2.810 0.386  0.242
H -4.944 0.445 -0.404  0.259
H -0.009 1.538 -1.640  0.455
H 0.307 0.006 -0.850  0.422
H -1.324 -1.613 -1.216  0.449
C -0.142 5.351 -0.565  -0.244
O 1.229 5.300 -0.928  -0.563
C 1.986 6.401 -0.417  -0.074
C 2.974 5.925 0.647  -0.243
N 2.278 5.519 1.868  -0.620
C 3.132 4.821 2.831  -0.251
C 3.723 3.471 2.402  -0.089
O 2.752 2.442 2.237  -0.544
C 2.140 2.416 0.959  -0.241
H -0.665 4.563 -1.110  0.175
H -0.271 5.170 0.506  0.163
H -0.585 6.313 -0.837  0.182
H 1.346 7.203 -0.037  0.184
H 2.555 6.806 -1.260  0.190
H 3.669 6.737 0.882  0.201
H 3.546 5.093 0.221  0.164
H 1.512 4.904 1.620  0.345
H 2.521 4.652 3.723  0.207
H 3.947 5.488 3.131  0.200
H 4.374 3.131 3.213  0.198
H 4.364 3.549 1.518  0.165
H 2.815 2.749 0.166  0.179
H 1.230 3.018 0.967  0.161
H 1.844 1.385 0.749  0.158

Atoms 1-2, force components in eV/Å:
C 0.387 0.418 0.631
C -0.334 0.785 1.117

The calculation puts the HOMO-LUMO gap at 7.02 eV. The calculation puts the highest occupied orbital energy at -0.387 hartree. The LUMO energy is -3.51 eV. Its spin multiplicity is 1. As for the charge: +1.